Entry 1:
C3H7P | ωB97M-V/def2-TZVPD

HOMO-LUMO gap (Ha): 0.3698
Total energy (Ha): -459.7170
Relative energy (zero: lowest compared OMol25 entry of this formula, charge and spin) (eV): 2.546
LUMO energy (eV): 1.08
E_HOMO (eV): -8.98

Structure (ORCA input):
```
! wB97M-V def2-TZVPD RIJCOSX def2/J DEFGRID3
* xyz 0 1
H 0.59251 -0.75147 -1.08681
H 2.20774 0.38490 1.15395
H -0.87542 1.72689 0.04817
H -0.48369 0.57674 1.47414
H 2.88659 -0.94637 0.07849
C 2.09653 -0.23374 0.32899
P -2.30126 -0.25154 -0.13335
H -2.50650 0.43068 -1.34488
C 0.94595 -0.15161 -0.26101
C -0.74465 0.65397 0.51126
H -1.81781 -1.43845 -0.76895
*
```

Entry 2:
C4H9NO3 | ωB97M-V/def2-TZVPD

HOMO-LUMO gap (Ha): 0.3701
Total energy (Ha): -438.2616
Structure (SMILES): CN(C=O)CC=O.O
Relative energy (zero: lowest compared OMol25 entry of this formula, charge and spin) (eV): 1.837
LUMO energy (eV): 0.40
E_HOMO (eV): -9.67

Structure (ORCA input):
```
! wB97M-V def2-TZVPD RIJCOSX def2/J DEFGRID3
* xyz 0 1
H 1.04412 2.74605 -0.29705
O -0.52158 2.97311 0.82319
H -2.27898 0.52319 -0.76989
C -1.59044 -0.67085 0.90842
O -2.61420 -1.23184 1.15829
H 2.28063 -2.31740 1.17715
C 0.50552 0.20492 -1.19929
O 2.79216 -2.71351 0.44039
H 1.36038 -0.30435 -0.75768
H -1.99183 1.36938 0.72626
C 0.14288 2.26173 0.08847
H -0.59549 -0.97176 1.28380
H 0.90468 0.70334 -2.08998
H 2.53927 -3.65661 0.47124
H -0.10781 -0.55625 -1.68856
N -0.28065 1.05078 -0.34668
C -1.58865 0.59007 0.07191
*
```

Entry 3:
C3H3FN2 | ωB97M-V/def2-TZVPD

HOMO-LUMO gap (alpha / beta) (Ha): 0.2931 / 0.2931
Total energy (Ha): -325.2798
Relative energy (zero: lowest compared OMol25 entry of this formula, charge and spin) (eV): 5.765
LUMO energy (alpha / beta) (eV): -1.76 / -1.76
E_HOMO (alpha / beta) (eV): -9.73 / -9.73

Structure (ORCA input):
```
! wB97M-V def2-TZVPD RIJCOSX def2/J DEFGRID3
* xyz 0 1
N -0.44130 0.39669 -0.38694
H 0.85257 1.83089 0.12410
H 2.52605 0.67774 0.24765
C -0.88013 -0.77007 -0.18304
F -1.59247 1.53325 0.06133
N 1.79725 0.08295 -0.10525
C 0.78015 0.85084 -0.15160
H -1.63140 -2.75241 0.42945
C -1.41071 -1.84988 -0.03570
*
```

Entry 4:
C18H42NO2OsP2 | ωB97M-V/def2-TZVPD

HOMO-LUMO gap (alpha / beta) (Ha): 0.3006 / 0.1761
Total energy (Ha): -1688.4604
LUMO energy (alpha / beta) (eV): -9.83 / -14.57
E_HOMO (alpha / beta) (eV): -18.00 / -19.36

Structure (ORCA input):
```
! wB97M-V def2-TZVPD RIJCOSX def2/J DEFGRID3
* xyz 3 5
H 0.70784 -2.31740 4.11978
H -0.10432 -4.91907 2.66465
H -0.91310 1.46418 -3.80407
H 4.35714 0.68959 -2.43208
H -2.10538 -3.02982 0.18110
H 1.89319 3.68095 -3.39734
C -2.85837 -1.14076 -0.48910
H -0.57763 3.09505 -1.65047
C -0.77838 -4.05897 2.55807
H 1.99331 0.50344 2.48277
C 2.52900 0.59206 1.53063
H -3.23238 -2.26675 1.32044
H -0.26243 1.03626 3.15270
H -3.13696 -2.24005 3.47329
C -2.39699 -2.07467 0.63755
O 1.88159 -0.26685 0.57681
C 0.49706 2.95495 -1.86897
C 2.29325 0.86408 -4.18639
C 1.29877 3.58734 -0.72708
H 2.47766 1.63386 1.18031
H 2.38321 3.49328 -0.87939
H 1.03679 3.17164 0.25260
O -1.56274 2.40292 1.04474
H -0.36093 -0.21995 -3.68054
H -3.03452 -0.93628 4.66510
C -1.72128 -0.60374 3.01689
C 0.06095 -2.86413 2.08530
H 2.54366 -0.81620 0.09789
C -0.94383 1.48244 0.64866
C 3.47650 1.19719 -2.00757
H 3.58448 2.27342 -2.21704
H -1.23388 -3.87413 3.54019
P 0.62704 1.10745 -1.92346
H 3.19328 0.36883 -4.57478
C 1.14037 -2.54260 3.13171
H -2.47743 0.04513 2.53874
C -2.00155 0.24392 -2.38412
H 3.57140 0.25622 1.62830
H 2.23429 -0.48832 -2.50141
H -2.61734 -0.42368 -3.01901
H 0.67558 -2.30683 -1.68726
C -2.44339 -1.55437 3.97484
Os -0.10863 -0.01209 -0.07398
H -3.58777 -0.38310 -0.12145
H 0.02246 -0.29251 4.31347
C 2.22501 0.60320 -2.67691
P -0.93880 -1.41751 1.54368
H 1.79799 -1.71933 2.82454
H 3.49264 1.02983 -0.92335
H 1.04964 4.65870 -0.70093
C -0.74872 0.29010 3.79132
C 0.81374 3.66241 -3.18978
H 1.76958 -3.43846 3.24680
H 0.28552 3.23603 -4.05155
H 1.42746 0.46812 -4.72718
H 1.27517 -2.27316 -1.20808
H -1.56698 -4.33735 1.85068
H 2.38792 1.93673 -4.40189
H -3.40140 -1.70356 -1.27466
N -1.70275 -0.48539 -1.13554
H 0.57356 -3.14365 1.14653
H 0.48758 4.70746 -3.08751
H -1.73974 -2.13538 4.58703
C -0.70680 0.64746 -3.10245
H -1.33023 0.83888 4.54620
H -2.64986 1.12741 -2.18338
*
```

The lowest total energy belongs to which entry?
C18H42NO2OsP2

Among the records above, which one has the highest total energy?
C3H3FN2

Among the records above, which one has the lowest total energy?
C18H42NO2OsP2

What is the formula in the second record?
C4H9NO3